ORCA calculation (ωB97M-V/def2-TZVPD) on the ion C12H18N2P with charge +1.

Last column: Mulliken charge in e.
Atoms and positions in Å:
C1 1.59 2.75 -0.54  -0.699
C2 0.62 1.86 -0.32  0.093
C3 -0.56 2.31 0.36  0.646
C4 -0.53 -1.60 -0.56  0.414
C5 1.59 4.23 -0.21  -0.784
C6 -0.61 3.75 0.66  -0.688
C7 -1.81 -2.09 -0.13  -0.693
C8 0.33 -2.58 -1.35  -0.831
C9 0.80 4.28 1.08  -0.744
C10 -1.40 -3.17 0.98  -0.730
C11 0.72 -3.68 -0.33  -0.608
C12 -0.61 -4.28 0.27  -0.710
N1 0.71 0.48 -0.74  -0.180
N2 -0.25 -0.39 -0.30  -0.020
P1 -1.73 1.27 1.01  0.218
H1 2.50 2.47 -0.93  0.563
H2 2.57 4.68 -0.19  0.389
H3 1.01 4.55 -1.03  0.303
H4 -0.94 4.42 -0.11  0.253
H5 -1.30 3.83 1.62  0.351
H6 -2.50 -1.18 0.31  0.078
H7 -2.38 -2.47 -0.86  0.378
H8 -0.16 -2.97 -2.14  0.456
H9 1.22 -2.06 -1.63  0.359
H10 1.38 3.73 1.80  0.345
H11 0.60 5.25 1.51  0.331
H12 -0.94 -2.82 1.84  0.429
H13 -2.34 -3.70 1.33  0.319
H14 1.43 -4.42 -0.81  0.340
H15 1.41 -3.26 0.43  0.359
H16 -0.30 -4.86 1.11  0.327
H17 -1.25 -4.75 -0.40  0.377
H18 1.14 0.44 -1.71  0.359

Output
Energy relative to the best compared isomer or geometry (same formula, charge and spin): 95.57 kcal/mol
HOMO energy: -11.75 eV
Net charge: +1
Strongest force on any atom: 6.49 eV Å⁻¹

ORCA calculation (ωB97M-V/def2-TZVPD) on the molecule C12H18N4O2S.

Last column: Mulliken charge in e.
Atoms and positions in Å:
C1 4.91 -2.33 -0.97  -1.683
C2 3.44 -2.72 -0.99  -0.337
C3 3.01 -3.24 0.31  -0.710
C4 3.14 -2.11 1.41  0.320
O1 4.15 -1.77 2.27  -0.694
N1 2.13 -1.32 1.47  0.056
C5 0.94 -1.42 0.86  0.220
N2 0.64 -2.14 -0.29  0.194
N3 -0.55 -1.95 -0.80  -0.992
C6 -1.25 -0.88 -0.26  0.302
C7 -2.58 -0.60 -0.90  -0.239
C8 -2.49 0.91 -1.36  0.533
O2 -1.95 1.25 -2.49  -0.694
N4 -2.73 1.86 -0.36  -0.034
C9 -3.22 1.95 1.06  -0.767
C10 -3.44 3.30 1.40  -0.926
C11 -2.49 3.99 0.47  -0.653
C12 -2.43 3.38 -0.92  -0.837
S1 -0.27 -0.16 1.01  -0.203
H1 5.30 -1.96 -1.95  0.367
H2 5.01 -1.57 -0.47  0.613
H3 5.76 -2.97 -0.82  0.418
H4 2.83 -2.05 -1.34  0.543
H5 3.52 -3.60 -1.58  0.226
H6 2.13 -3.75 0.24  0.523
H7 3.95 -3.99 0.72  0.303
H8 2.13 -0.54 2.10  0.278
H9 -2.77 -1.16 -1.69  0.459
H10 -3.19 -0.34 0.15  0.071
H11 -4.09 1.41 1.12  0.388
H12 -2.52 1.39 1.39  0.414
H13 -3.36 3.56 2.24  0.754
H14 -4.52 3.70 1.02  0.242
H15 -2.74 4.99 0.38  0.485
H16 -1.35 4.10 0.59  0.221
H17 -1.63 3.19 -1.47  0.604
H18 -3.42 3.60 -1.55  0.236

Output
SMILES: CCCC(=O)Nc1nnc(CC(=O)N2CCCC2)s1
Energy relative to the best compared isomer or geometry (same formula, charge and spin): 260.55 kcal/mol
HOMO energy: -8.74 eV
Strongest force on any atom: 13.17 eV Å⁻¹

ORCA calculation (ωB97M-V/def2-TZVPD) on a cluster of 6 separate species, C12H18N6 in total.

Last column: Mulliken charge in e.
Atoms and positions in Å:
C1 0.94 -0.41 5.04  -0.900
C2 1.35 -1.34 3.98  0.421
N1 1.63 -2.11 3.17  -0.380
H1 1.49 0.51 4.85  0.277
H2 1.23 -0.77 6.02  0.339
H3 -0.13 -0.19 5.01  0.280
C3 -0.30 -0.29 0.66  -0.448
C4 0.18 0.26 -0.63  0.321
N2 0.55 0.65 -1.65  -0.428
H4 -0.56 -1.34 0.58  0.166
H5 -1.19 0.29 0.94  0.224
H6 0.46 -0.16 1.43  0.121
C5 1.92 3.15 -3.17  -0.781
C6 1.72 3.99 -2.02  0.426
N3 1.57 4.67 -1.12  -0.453
H7 0.96 2.92 -3.61  0.245
H8 2.34 2.20 -2.82  0.250
H9 2.58 3.62 -3.90  0.334
C7 -1.93 -1.17 -3.32  -0.602
C8 -1.05 -2.26 -2.89  0.324
N4 -0.32 -3.09 -2.58  -0.377
H10 -2.95 -1.39 -3.00  0.272
H11 -1.93 -1.03 -4.39  0.291
H12 -1.62 -0.24 -2.83  0.081
C9 -1.37 3.64 -0.03  -0.455
C10 -2.54 3.05 0.60  0.145
N5 -3.48 2.61 1.08  -0.412
H13 -1.50 4.64 -0.40  0.399
H14 -1.14 2.96 -0.84  0.003
H15 -0.53 3.59 0.67  0.292
C11 1.06 -4.43 0.69  -0.638
C12 -0.27 -4.65 1.23  0.375
N6 -1.33 -4.83 1.64  -0.453
H16 1.28 -5.15 -0.09  0.315
H17 1.82 -4.45 1.47  0.291
H18 1.07 -3.44 0.23  0.133

Output
SMILES: CC#N.CC#N.CC#N.CC#N.CC#N.CC#N
Energy relative to the best compared isomer or geometry (same formula, charge and spin): 1.27 kcal/mol
HOMO energy: -11.32 eV
Strongest force on any atom: 1.14 eV Å⁻¹

ORCA calculation (ωB97M-V/def2-TZVPD) on a structure of composition C12H18N6O2PdS.

Last column: Mulliken charge in e.
Atoms and positions in Å:
Pd1 -1.27 0.30 0.47  0.267
C1 4.28 0.69 3.59  -0.911
C2 3.76 -0.71 3.24  -0.679
N1 3.29 -0.81 1.88  -0.211
C3 2.08 -0.42 1.41  0.202
S1 0.79 -0.21 2.67  0.011
N2 1.92 -0.32 0.14  -0.996
N3 0.80 -0.12 -0.50  0.878
C4 0.74 -0.17 -1.84  0.550
C5 1.94 -0.59 -2.64  -1.346
C6 -0.49 0.16 -2.46  0.470
C7 -0.70 0.08 -3.87  -0.746
C8 -1.89 0.47 -4.41  -0.331
C9 -2.91 0.95 -3.57  -0.857
C10 -2.67 0.97 -2.21  0.018
N4 -1.52 0.60 -1.67  -0.042
H1 4.53 0.74 4.64  0.372
H2 5.17 0.93 3.01  0.305
H3 3.52 1.43 3.38  0.213
H4 4.55 -1.44 3.36  0.348
H5 2.93 -0.97 3.90  0.345
H6 4.00 -0.89 1.16  0.240
H7 2.81 -0.62 -1.99  0.355
H8 1.79 -1.58 -3.07  0.299
H9 2.12 0.11 -3.45  0.336
H10 0.09 -0.30 -4.49  0.305
H11 -2.06 0.41 -5.47  0.413
H12 -3.86 1.28 -3.96  0.384
H13 -3.45 1.30 -1.52  0.262
N5 -3.63 0.44 1.32  -0.418
N6 -4.12 -0.68 0.58  -0.183
C11 -3.31 -1.87 0.51  0.674
O1 -3.91 -2.91 0.32  -0.665
O2 -2.06 -1.72 0.64  -0.537
H14 -3.77 0.32 2.33  0.241
H15 -4.11 1.29 1.01  0.249
H16 -5.09 -0.92 0.77  0.254
C12 -0.11 1.22 2.10  -0.869
H17 0.58 1.99 1.74  0.330
H18 -0.72 1.56 2.94  0.467

Output
Energy relative to the best compared isomer or geometry (same formula, charge and spin): 17.85 kcal/mol
HOMO energy (spin up / spin down): -5.43 / -7.63 eV
Strongest force on any atom: 2.52 eV Å⁻¹
2S+1: 5

ORCA calculation (ωB97M-V/def2-TZVPD) on a cluster of 2 separate species, C12H18O in total.

Last column: Mulliken charge in e.
Atoms and positions in Å:
O1 4.28 -0.15 0.25  -0.520
C1 3.84 0.47 1.39  0.869
C2 3.74 1.86 1.35  -0.482
C3 3.29 2.55 2.48  -0.292
C4 2.96 1.86 3.65  -0.531
C5 3.07 0.47 3.68  -0.422
C6 3.51 -0.23 2.55  -0.500
H1 4.31 -1.13 0.42  0.293
H2 4.00 2.39 0.43  0.367
H3 3.21 3.64 2.44  0.327
H4 2.61 2.41 4.53  0.333
H5 2.81 -0.09 4.59  0.328
H6 3.60 -1.32 2.58  0.231
C7 -2.27 -1.48 -2.92  -0.594
C8 -2.18 -2.14 -1.55  -0.571
C9 -3.09 -1.43 -0.54  -0.594
C10 -2.76 0.06 -0.45  -0.578
C11 -2.85 0.72 -1.83  -0.593
C12 -1.94 0.02 -2.84  -0.571
H7 -3.30 -1.59 -3.31  0.308
H8 -1.59 -1.98 -3.63  0.283
H9 -1.13 -2.08 -1.19  0.291
H10 -2.45 -3.21 -1.62  0.283
H11 -2.99 -1.90 0.46  0.283
H12 -4.14 -1.55 -0.86  0.308
H13 -3.44 0.56 0.26  0.281
H14 -1.72 0.18 -0.07  0.300
H15 -3.89 0.66 -2.18  0.308
H16 -2.58 1.79 -1.75  0.283
H17 -2.04 0.49 -3.83  0.282
H18 -0.89 0.13 -2.51  0.290

Output
SMILES: Oc1ccccc1.C1CCCCC1
Energy relative to the best compared isomer or geometry (same formula, charge and spin): 0.00 kcal/mol
HOMO energy: -8.68 eV
Strongest force on any atom: 1.22 eV Å⁻¹

ORCA calculation (ωB97M-V/def2-TZVPD) on a structure of composition C12H18O13Rb5S.

Last column: Mulliken charge in e.
Atoms and positions in Å:
Rb1 -1.70 3.90 -2.27  0.966
Rb2 -5.04 1.62 0.70  0.896
Rb3 -3.58 -3.03 -2.30  0.928
Rb4 -2.91 0.95 -5.16  0.934
Rb5 -5.90 1.17 -3.70  0.981
S1 -2.47 0.51 -1.67  1.467
O1 -3.88 0.49 -2.16  -0.950
O2 -1.64 1.14 -2.73  -0.857
O3 -2.51 1.30 -0.43  -0.734
O4 -2.04 -0.88 -1.53  -0.642
C1 1.53 -1.76 2.17  -1.242
C2 0.08 -2.06 2.43  0.530
C3 -0.93 -1.55 1.37  0.337
O5 -1.78 -2.67 1.13  -0.362
C4 -1.19 -3.80 1.63  0.516
O6 -1.65 -4.88 1.49  -0.532
O7 -0.08 -3.50 2.29  -0.384
H1 1.82 -2.11 1.19  0.261
H2 2.12 -2.30 2.91  0.412
H3 1.73 -0.69 2.28  0.259
H4 -0.28 -1.78 3.41  0.363
H5 -0.40 -1.24 0.46  -0.047
H6 -1.52 -0.72 1.76  -0.154
C5 0.36 2.87 4.69  -1.426
C6 0.33 2.01 3.44  0.827
C7 -0.67 2.45 2.32  -0.134
O8 0.17 2.70 1.20  -0.303
C8 1.46 2.35 1.46  0.617
O9 2.32 2.32 0.65  -0.516
O10 1.61 2.08 2.77  -0.392
H7 -0.39 2.46 5.38  0.392
H8 0.02 3.89 4.49  0.342
H9 1.31 2.82 5.19  0.375
H10 0.16 0.96 3.67  -0.091
H11 -1.20 3.35 2.62  0.395
H12 -1.31 1.61 2.05  -0.031
C9 3.14 -1.28 -2.03  -1.295
C10 2.22 -1.23 -3.21  0.536
C11 1.06 -0.27 -3.24  0.046
O11 0.86 -0.07 -4.64  -0.276
C12 2.11 -0.21 -5.25  0.466
O12 2.35 0.26 -6.30  -0.506
O13 2.94 -0.88 -4.45  -0.367
H13 4.12 -1.69 -2.28  0.392
H14 2.67 -1.96 -1.31  0.246
H15 3.28 -0.31 -1.56  0.357
H16 1.87 -2.25 -3.44  0.323
H17 1.20 0.68 -2.72  0.296
H18 0.22 -0.77 -2.75  -0.215

Output
Energy relative to the best compared isomer or geometry (same formula, charge and spin): 25.19 kcal/mol
HOMO energy: -16.47 eV
Net charge: +3
Strongest force on any atom: 2.43 eV Å⁻¹

ORCA calculation (ωB97M-V/def2-TZVPD) on the molecule C12H18O2.

Last column: Mulliken charge in e.
Atoms and positions in Å:
C1 0.21 3.64 0.47  -0.798
C2 1.39 2.75 0.96  -0.420
C3 0.86 1.59 1.67  -0.718
C4 -0.38 0.79 1.03  -0.353
O1 0.13 0.36 -0.13  -0.242
C5 -0.66 -0.29 -1.00  0.196
C6 -0.84 0.23 -2.29  -0.476
C7 -1.47 -0.57 -3.31  -0.585
C8 -1.88 -1.85 -2.91  -0.412
C9 -1.81 -2.34 -1.57  -0.669
C10 -1.02 -1.56 -0.68  0.484
O2 -0.58 -2.01 0.61  -0.463
C11 0.86 -2.33 0.49  0.046
C12 1.30 -2.57 1.84  -1.166
H1 -0.17 3.08 -0.42  0.138
H2 0.44 4.87 0.32  0.283
H3 -0.74 3.49 1.33  0.196
H4 2.24 3.33 1.43  0.377
H5 1.95 2.64 0.07  0.292
H6 0.46 2.06 2.60  0.348
H7 1.70 0.80 2.03  0.221
H8 -1.13 1.57 0.75  0.498
H9 -0.68 -0.03 1.77  0.201
H10 -0.32 1.04 -2.74  0.388
H11 -1.77 -0.21 -4.34  0.322
H12 -2.39 -2.43 -3.66  0.391
H13 -2.01 -3.28 -1.06  0.428
H14 0.80 -3.29 -0.13  0.410
H15 1.55 -1.58 0.10  0.197
H16 2.39 -2.47 2.08  0.290
H17 0.86 -3.52 2.12  0.364
H18 0.70 -1.89 2.57  0.232

Output
SMILES: CCCCOc1ccccc1OCC
Energy relative to the best compared isomer or geometry (same formula, charge and spin): 95.54 kcal/mol
HOMO energy: -8.97 eV
Strongest force on any atom: 4.26 eV Å⁻¹